1.
Formula: C10H16N2
Source: the Open Molecules 2025 dataset
Level of theory: the ωB97M-V functional and the def2-TZVPD basis

Atoms and positions in Å:
C 0.300235 1.096387 -0.042183
C 1.594680 1.190209 -0.652678
C 2.633819 0.394555 0.033203
C 2.179097 -1.052220 0.154804
C -2.295809 0.014085 -0.959162
C -2.731634 -0.126613 0.446949
C 0.865674 -1.127219 0.980230
C -0.972355 -0.767568 -0.857388
C -1.494683 -0.002648 1.274156
C -0.253205 -0.205461 0.351396
N -0.617995 3.332601 0.179586
N -0.479126 2.069554 0.392120
H 1.706694 1.375248 -1.721318
H 1.926154 2.270907 -0.516356
H 3.565056 0.614185 -0.497194
H 2.795567 0.803988 1.007539
H 1.968504 -1.538517 -0.717024
H 2.946112 -1.842351 0.652283
H -3.014724 -0.412994 -1.671030
H -2.117987 1.134698 -1.307510
H -3.493799 0.612613 0.802312
H -3.100617 -1.144140 0.492491
H 0.515978 -2.196359 1.193874
H 0.989155 -0.573284 1.874329
H -1.223713 -1.787284 -0.559516
H -0.357657 -0.873712 -1.798778
H -1.454424 -0.080384 2.315114
H -0.741463 3.902452 1.075104

Atoms 1-6, force components in eV/Å:
-2.792 2.181 1.713
1.535 4.687 -0.809
0.864 -1.220 -0.591
1.436 -1.697 3.838
1.024 1.950 -2.145
-0.821 1.269 1.719

Computed properties:
DFT total energy, eV: -13604.3290
E_HOMO (spin up / spin down), Eh: -0.270 / -0.283
Relative energy (zero: lowest compared OMol25 entry of this formula, charge and spin), kJ/mol: 446.1
Largest force on an atom, Eh/bohr: 0.097

Atom charges from the Löwdin analysis, given in e for atoms 1 to 2: C -0.244; C -0.166


2.
Formula: C5H5N3
Source: the Open Molecules 2025 dataset
Level of theory: the ωB97M-V functional and the def2-TZVPD basis

Atoms and positions in Å:
C 0.626069 -0.322226 1.087598
C 1.136247 -0.109023 -0.259960
C -1.076390 0.725698 -0.879396
C 0.324984 0.402306 -1.218054
N 0.948073 -1.198533 1.943635
N -1.742643 -0.357483 -1.140806
C -0.609238 0.482959 1.316282
N -1.391882 1.053303 1.955022
H 1.737635 -1.778823 1.663598
H -1.379833 -1.212254 -0.717433
H 2.210189 -0.167224 -0.390285
H -1.497461 1.666057 -1.221890
H 0.714250 0.815244 -2.138311

Atoms 1-6, force components in eV/Å:
-0.996 -0.847 -0.928
0.555 0.990 -1.260
-0.116 -2.925 -4.049
2.266 1.467 3.315
-0.263 0.518 0.358
-2.598 1.191 1.839

Computed properties:
SMILES: [H]\N=C/C=C\C(C#N)=N/[H]
DFT total energy, eV: -9732.1692
E_HOMO, Eh: -0.341
Relative energy (zero: lowest compared OMol25 entry of this formula, charge and spin), kJ/mol: 320.3
Largest force on an atom, Eh/bohr: 0.097

Atom charges from the Löwdin analysis, given in e for atoms 1 to 2: C -0.379; C -0.071


3.
Formula: C5H9N4O
Source: the Open Molecules 2025 dataset
Level of theory: the ωB97M-V functional and the def2-TZVPD basis

Atoms and positions in Å:
C 0.371333 1.666344 1.247169
C -0.194586 0.515261 1.413606
C -1.140682 -0.604707 1.333178
C 1.748989 -0.679237 -0.932001
C -0.432634 -0.275904 -1.791039
N 0.834389 2.241943 -0.020697
N 0.961299 1.477193 -0.929998
N -2.173969 -0.453354 2.107841
N 0.625972 0.248056 -1.011605
O -0.875411 -1.555652 0.602938
H 0.779930 2.404797 1.913721
H 2.456212 -0.394373 -0.112196
H 1.524502 -1.797402 -0.946937
H 2.475166 -0.404702 -1.830047
H -1.122284 0.463377 -2.186062
H -0.000504 -0.672818 -2.705899
H -0.786944 -1.062612 -1.190930
H -2.434072 0.228569 2.773206
H -2.616704 -1.344778 2.265754

Atoms 1-6, force components in eV/Å:
0.042 -0.562 1.317
0.373 1.371 -1.620
2.744 0.278 -0.905
3.811 -0.041 -1.162
-0.129 1.053 -2.814
0.411 -0.262 -0.854

Computed properties:
SMILES: CN(C)[N+]#[N+]C=C=C(N)[O-]
DFT total energy, eV: -13325.3960
Total charge: +1
E_HOMO (spin up / spin down), Eh: -0.519 / -0.509
Relative energy (zero: lowest compared OMol25 entry of this formula, charge and spin), kJ/mol: 713.6
Largest force on an atom, Eh/bohr: 0.080

Atom charges from the Löwdin analysis, given in e for atoms 1 to 2: C -0.058; C 0.223


4.
Formula: C26H50AlI2O7
Source: the Open Molecules 2025 dataset
Level of theory: the ωB97M-V functional and the def2-TZVPD basis

Atoms and positions in Å:
C 6.724728 -1.603605 0.411439
C 7.543242 -0.429616 -0.321358
O 6.628465 0.432671 -1.011287
C 5.780033 1.167645 -0.106680
C 4.268658 0.703082 -0.181299
O 3.858556 0.426400 -1.525382
C 2.779060 1.270116 -1.948896
C 1.353484 0.518509 -1.904740
O 1.439584 -0.418274 -0.819700
C 0.143091 -0.581972 -0.161647
C 0.271646 0.180319 1.225316
O 0.054965 1.568385 0.823076
Al -1.805743 1.849166 0.772430
C -2.265684 3.736017 1.388657
C -2.020914 4.891220 0.308157
C -1.366259 4.410128 -1.055105
O -1.021824 5.620943 -1.811294
O -2.041675 0.404154 1.941119
C -0.750242 -0.100303 2.406551
C -1.075209 -1.582109 2.922232
C -0.155567 -2.746925 2.387250
C -0.793823 -3.878548 1.473261
C -2.288421 -3.742610 0.999769
C -2.569975 -2.760410 -0.211978
C -4.032491 -2.991742 -0.818750
C -4.834018 -1.631643 -1.057418
C -3.983185 -0.550543 -1.840732
C -3.656798 -0.975226 -3.357364
C -2.506679 -0.063612 -3.975001
O -1.808166 -0.767537 -5.041431
C -0.852495 -1.690021 -4.485127
C -0.590280 0.758464 3.771702
I -2.221667 2.006277 4.542192
C 0.561825 0.748760 4.570090
C 0.628326 1.623250 5.910921
I 2.294169 -0.445776 4.093376
H 6.451643 -1.220988 1.450187
H 7.406295 -2.505475 0.498559
H 5.768636 -1.842977 -0.146974
H 8.198928 -0.924175 -1.102121
H 8.227564 0.122879 0.391891
H 6.202252 1.053751 0.937897
H 5.885566 2.271988 -0.371378
H 4.203108 -0.285567 0.388747
H 3.558726 1.399820 0.376815
H 2.990426 1.549035 -3.034378
H 2.677877 2.232588 -1.365319
H 1.233181 -0.085878 -2.860340
H 0.566934 1.316444 -1.781077
H -0.645112 -0.173377 -0.856430
H -0.017697 -1.698195 -0.087793
H 1.386025 0.191264 1.405088
H -2.248873 1.689125 -0.743046
H -1.571039 3.968971 2.266666
H -3.317878 3.751617 1.821652
H -3.018458 5.403879 0.109956
H -1.303731 5.649284 0.760886
H -2.148971 3.888544 -1.673207
H -0.403548 3.834400 -0.934810
H -0.337086 6.116034 -1.331985
H -0.928673 -1.536862 4.054132
H -2.189817 -1.725780 2.798010
H 0.261600 -3.290712 3.302320
H 0.785263 -2.387031 1.851678
H -0.701432 -4.881935 2.010332
H -0.149835 -4.000695 0.536728
H -2.622196 -4.778864 0.645154
H -3.001885 -3.498175 1.856410
H -2.543663 -1.703173 0.212967
H -1.794174 -2.887484 -1.023066
H -3.904344 -3.457299 -1.848623
H -4.615490 -3.726366 -0.192124
H -5.092576 -1.204332 -0.030816
H -5.782114 -1.811895 -1.666094
H -4.574998 0.411405 -1.876541
H -2.988618 -0.351629 -1.354501
H -3.336427 -2.056359 -3.382667
H -4.598024 -0.786129 -3.951377
H -2.978246 0.885583 -4.393551
H -1.745654 0.286941 -3.207790
H -1.191150 -2.735007 -4.781405
H 0.199827 -1.514523 -4.859444
H -0.798926 -1.642277 -3.350211
H 0.411142 2.715948 5.715465
H 1.708747 1.570402 6.272417
H -0.076343 1.175564 6.683461

Atoms 1-6, force components in eV/Å:
0.687 0.847 0.454
-0.589 -1.482 -0.365
0.400 0.070 0.938
-0.059 0.923 -0.020
0.365 -1.343 1.146
-0.479 1.568 0.812

Computed properties:
DFT total energy, eV: -64900.6799
Total charge: -1
E_HOMO, Eh: -0.197
Largest force on an atom, Eh/bohr: 0.079

Atom charges from the Löwdin analysis, given in e for atoms 1 to 2: C -0.087; C -0.264


5.
Formula: C44H60BrINO33P2S
Source: the Open Molecules 2025 dataset
Level of theory: the ωB97M-V functional and the def2-TZVPD basis

Atoms and positions in Å:
C -4.078845 0.944217 0.820896
C -3.929311 0.771490 -0.670795
C -4.667025 -0.257879 -1.251964
C -4.656585 -0.517827 -2.606131
C -3.895773 0.294156 -3.418231
C -3.159989 1.310560 -2.860415
C -3.121681 1.563106 -1.495240
C -2.254371 2.679581 -0.959207
C -0.751933 2.483457 -1.188522
P -0.021400 4.244363 -1.118629
O -0.563798 4.671487 0.362667
Br 2.157811 3.986259 -1.018407
N -0.417454 2.016563 -2.577231
C -0.265484 0.535367 -2.623465
P -0.111139 -0.233952 -4.303783
S 0.879222 -1.897548 -4.251148
C 0.991367 0.207994 -1.815596
O 1.160428 1.026083 -0.668106
C -0.016638 1.593207 -0.144117
C -0.902381 0.537614 0.551765
C -0.016326 -0.507477 1.194723
O 0.721844 -0.284838 2.085896
I -0.161480 -2.552453 0.453218
H -5.080581 0.624027 1.084041
H -3.407001 0.323196 1.400815
H -4.029746 1.982810 1.124396
H -5.283254 -0.869723 -0.611717
H -5.250615 -1.307534 -3.027514
H -3.871073 0.133721 -4.482615
H -2.599288 1.927510 -3.556071
H -2.545379 3.591681 -1.489961
H -2.415790 2.894745 0.085484
H 0.169605 5.007892 0.898220
H 0.508539 2.409530 -2.805290
H -1.061343 2.396845 -3.271075
H -1.120090 0.048279 -2.167515
H -1.426984 -0.495063 -4.714313
H 0.436622 0.712608 -5.193308
H 1.011456 -0.847818 -1.585201
H 1.859619 0.376323 -2.453620
H 0.299595 2.270755 0.640868
H -1.400500 1.019728 1.384097
H -1.582668 0.020913 -0.112879
C -2.334541 -5.266365 -4.053379
C -2.558503 -4.250201 -2.952108
O -3.179302 -3.165414 -3.659773
C -3.759303 -3.670127 -4.776137
O -4.495122 -3.055578 -5.478449
O -3.398431 -4.953044 -4.970861
H -2.415945 -6.293424 -3.709634
H -1.379766 -5.134560 -4.560255
H -3.249022 -4.608728 -2.186440
H -1.635768 -3.923968 -2.478074
C -2.011683 7.491071 1.542036
C -3.028069 7.209718 2.630539
O -3.663641 8.476826 2.788682
C -3.509391 9.179752 1.635311
O -4.059754 10.195879 1.382548
O -2.631128 8.546417 0.809301
H -1.828350 6.636387 0.898972
H -1.060883 7.850898 1.943862
H -3.776291 6.475556 2.323229
H -2.577831 6.886789 3.566002
C -1.131041 -1.527549 4.569911
C -0.009011 -1.710781 5.568367
O -0.709181 -2.184950 6.723806
C -1.870664 -2.754432 6.315990
O -2.596452 -3.386785 7.006153
O -2.088620 -2.496457 4.996756
H -0.825993 -1.715540 3.544709
H -1.583516 -0.533638 4.631459
H 0.711704 -2.466001 5.257069
H 0.521411 -0.788242 5.789820
C 7.032433 5.053101 -2.160837
C 6.657997 3.834690 -1.352043
O 5.255324 3.699338 -1.647560
C 5.019023 4.300756 -2.838268
O 3.985904 4.216244 -3.432002
O 6.084566 5.001844 -3.248236
H 8.049019 5.019075 -2.541374
H 6.886858 5.975102 -1.614799
H 7.171293 2.931145 -1.684420
H 6.822412 3.968022 -0.287488
C 9.578811 9.038193 -1.318806
C 10.773382 8.474060 -0.578092
O 10.162278 7.508943 0.289971
C 8.986738 7.141096 -0.250758
O 8.315380 6.234457 0.137971
O 8.663168 7.932731 -1.296713
H 9.803817 9.329145 -2.340732
H 9.121922 9.881082 -0.799348
H 11.471719 7.958467 -1.238450
H 11.313145 9.219681 -0.001868
C -7.242407 -5.717023 -7.036279
C -6.029334 -6.203722 -6.276372
O -6.546014 -7.341688 -5.574266
C -7.630883 -7.798778 -6.247836
O -8.185047 -8.823650 -6.016384
O -7.993968 -6.926701 -7.217351
H -6.995365 -5.271154 -7.996100
H -7.838172 -5.012451 -6.457475
H -5.225197 -6.533036 -6.937403
H -5.643084 -5.467785 -5.585160
C 2.583905 -4.955481 -2.234828
C 2.152026 -6.080475 -1.317702
O 0.738250 -6.126539 -1.545311
C 0.489568 -5.599840 -2.767498
O -0.565650 -5.638230 -3.315344
O 1.599059 -5.013099 -3.272294
H 3.579748 -5.093607 -2.646743
H 2.528886 -3.977158 -1.751656
H 2.586668 -7.041145 -1.596559
H 2.364095 -5.884922 -0.269909
C 3.736027 -3.812398 5.698597
C 4.217249 -3.698801 7.129848
O 4.546555 -2.307753 7.227434
C 3.841161 -1.636246 6.297011
O 3.759454 -0.451719 6.225795
O 3.227279 -2.495033 5.442237
H 2.955341 -4.557747 5.568903
H 4.546402 -4.016855 4.997072
H 3.435597 -3.925515 7.855814
H 5.087300 -4.313218 7.342797
C -10.129408 -2.228746 -3.124779
C -9.115071 -1.164236 -2.760545
O -7.875555 -1.790295 -3.115624
C -8.136731 -2.738295 -4.055582
O -7.307490 -3.318435 -4.676439
O -9.467901 -2.926281 -4.184590
H -11.075747 -1.820365 -3.467827
H -10.316677 -2.926921 -2.307681
H -9.231768 -0.255047 -3.352531
H -9.125575 -0.906169 -1.704811
C 7.163392 -0.899816 9.667217
C 7.764786 -0.923821 11.057750
O 7.186334 -2.106431 11.618487
C 6.833906 -2.927707 10.601931
O 6.478340 -4.053636 10.729429
O 6.939808 -2.289277 9.411158
H 7.827262 -0.475008 8.919115
H 6.205878 -0.377625 9.632287
H 8.850266 -1.035586 11.043115
H 7.504825 -0.052399 11.652489

Atoms 1-6, force components in eV/Å:
-0.552 0.136 -0.353
0.085 -0.157 0.098
-0.127 -0.117 -0.001
-0.079 0.003 0.154
0.033 -0.098 -0.300
0.086 0.324 -0.362

Computed properties:
DFT total energy, eV: -223207.4437
Total charge: +1
E_HOMO, Eh: -0.420
Relative energy (zero: lowest compared OMol25 entry of this formula, charge and spin), kJ/mol: 106.8
Largest force on an atom, Eh/bohr: 0.121

Atom charges from the Löwdin analysis, given in e for atoms 1 to 2: C -0.028; C -0.216